Entry 1:
{"formula": "C5H6FN3O2", "method": "the ωB97M-V functional and the def2-TZVPD basis", "e_homo_ev": -9.118, "largest_force_ev_per_a": 4.723, "gap_ev": 9.40, "de_lowest_kj_mol": 60.2, "total_charge": 0, "species": ["C", "C", "C", "C", "C", "N", "N", "N", "O", "O", "F", "H", "H", "H", "H", "H", "H"], "positions_angstrom": [[1.696810, -1.162998, -0.323855], [-0.557981, -1.472713, -0.656575], [2.013011, 0.091631, -0.116612], [-1.007396, 0.020849, -0.177961], [-0.149826, 1.340660, -0.286743], [0.603239, -1.909468, -0.588109], [1.167790, 1.202986, 0.091110], [-1.003333, -0.162059, 1.233341], [-2.239153, 0.357447, -0.726366], [-0.793822, 2.358469, -0.382320], [3.234733, 0.490626, 0.150599], [2.598003, -1.795530, -0.387991], [-1.495743, -2.017004, -0.544536], [1.587233, 2.126787, 0.213670], [-1.915197, 0.387090, 1.505089], [-1.243260, -1.073358, 1.458128], [-2.495105, 1.216581, -0.460871]], "atomic_forces_ev_per_a": [[3.21, -1.67, -0.82], [-1.77, 3.73, 1.28], [-2.34, 2.35, 1.08], [1.36, -0.34, -1.66], [-0.64, -2.35, 0.56], [-1.25, -1.29, -0.27], [-0.21, 1.39, -1.10], [-2.87, 3.46, 1.44], [-0.18, -2.93, -0.75], [1.18, 0.61, -0.01], [1.10, -0.25, -0.09], [-0.20, 0.49, 0.22], [0.34, -0.85, -0.95], [0.39, -0.61, 0.00], [2.34, -1.11, 0.09], [-0.40, -2.36, 0.63], [-0.06, 1.73, 0.36]], "lowdin_charge": [-0.108, -0.034, -0.303, -0.491, -0.367, 0.064, 0.183, 0.113, 0.021, 0.104, 0.121, 0.129, 0.125, 0.168, 0.159, 0.049, 0.067]}

---

Entry 2:
{"formula": "C2H4P2", "method": "the ωB97M-V functional and the def2-TZVPD basis", "e_homo_ev": [-7.862, -8.285], "largest_force_ev_per_a": 3.802, "gap_ev": [6.58, 7.18], "de_lowest_kj_mol": 257.9, "total_charge": 0, "species": ["C", "C", "P", "P", "H", "H", "H", "H"], "positions_angstrom": [[-1.093635, 1.014148, 0.620152], [0.623446, -1.012595, -0.457474], [0.311786, 0.702299, -0.332562], [2.120622, -0.094871, 0.436347], [-1.892478, 0.373712, 0.243528], [-1.349505, 2.055861, 0.504385], [0.173998, -1.569082, 0.242588], [1.105765, -1.469470, -1.256965]], "atomic_forces_ev_per_a": [[-0.33, -0.05, -1.08], [2.52, 2.04, -0.19], [0.62, 0.90, -0.50], [-0.55, 0.09, 0.06], [-0.17, -0.04, 0.42], [-0.21, 0.39, 0.74], [-1.74, -2.53, 2.25], [-0.13, -0.80, -1.68]], "lowdin_charge": [-0.303, -0.663, 0.499, 0.558, -0.008, -0.030, -0.031, -0.022]}

---

Entry 3:
{"formula": "CH3BrOS", "method": "the ωB97M-V functional and the def2-TZVPD basis", "e_homo_ev": [-9.923, -9.928], "largest_force_ev_per_a": 3.694, "gap_ev": [6.75, 6.77], "de_lowest_kj_mol": 216.3, "total_charge": 0, "species": ["C", "O", "S", "Br", "H", "H", "H"], "positions_angstrom": [[-0.416934, -0.127664, 0.078733], [-1.091140, -1.110052, 0.865271], [-2.351712, -1.674319, -0.046046], [-4.320175, 0.549426, -0.116745], [-1.200516, 0.516470, -0.434611], [0.089975, -0.801522, -0.677340], [0.113130, 0.391804, 0.876027]], "atomic_forces_ev_per_a": [[-0.30, -0.29, -0.93], [-3.35, -1.08, -1.13], [-0.49, 1.58, 1.45], [1.74, -1.82, 0.13], [1.26, -0.47, 0.68], [0.36, 1.75, 0.68], [0.78, 0.32, -0.87]], "lowdin_charge": [-0.207, -0.634, 0.708, -0.107, 0.049, 0.099, 0.092]}

---

Entry 4:
{"formula": "C3H10N2O", "method": "the ωB97M-V functional and the def2-TZVPD basis", "e_homo_ev": -9.217, "largest_force_ev_per_a": 2.927, "gap_ev": 9.92, "de_lowest_kj_mol": 143.1, "total_charge": 0, "species": ["N", "C", "C", "O", "C", "N", "H", "H", "H", "H", "H", "H", "H", "H", "H", "H"], "positions_angstrom": [[1.654902, 0.101137, 0.940225], [0.385751, 0.297311, 0.296045], [0.243359, -0.389787, -1.063278], [1.408652, -0.257816, -1.844893], [-0.827364, -0.019433, 1.173390], [-2.169842, 0.464470, 0.782597], [1.901578, -0.889158, 0.920413], [2.377220, 0.533300, 0.390036], [0.448683, 1.328464, -0.108857], [-0.011954, -1.470429, -0.892671], [-0.646003, -0.098273, -1.628785], [1.232814, 0.018722, -2.735521], [-0.795128, -1.094649, 1.366659], [-0.591760, 0.513086, 2.091753], [-2.122930, 1.254555, 0.140219], [-2.487976, -0.291500, 0.172664]], "atomic_forces_ev_per_a": [[0.16, -1.06, 0.51], [-0.46, 1.18, -2.64], [-0.83, -2.07, -0.11], [0.62, -0.08, 0.64], [1.00, 1.74, 0.88], [0.40, -1.52, -1.18], [-0.09, 0.08, 0.25], [0.15, 0.25, -0.17], [-0.60, 0.24, 1.12], [0.71, 0.28, -0.04], [0.02, 0.71, 0.17], [-0.38, 0.12, -0.42], [-0.45, 0.06, 0.07], [0.07, -0.37, 0.44], [0.30, 0.10, 0.35], [-0.63, 0.33, 0.12]], "lowdin_charge": [0.051, -0.435, -0.269, -0.054, -0.250, 0.002, 0.084, 0.067, 0.147, 0.125, 0.113, 0.078, 0.118, 0.101, 0.065, 0.058]}

---

Entry 5:
{"formula": "C5H11NO2", "method": "the ωB97M-V functional and the def2-TZVPD basis", "e_homo_ev": -8.781, "largest_force_ev_per_a": 4.511, "gap_ev": 9.65, "de_lowest_kj_mol": 324.8, "total_charge": 0, "species": ["C", "C", "C", "C", "C", "N", "O", "O", "H", "H", "H", "H", "H", "H", "H", "H", "H", "H", "H"], "positions_angstrom": [[0.139718, 0.084450, -1.862193], [0.542319, -0.778614, -0.199251], [-0.776128, -0.991265, 0.548249], [0.086542, 1.033201, 1.375506], [1.235294, 0.322443, 0.619920], [-1.145993, 0.392370, 0.880723], [-0.419691, 1.272068, -1.597585], [-0.656235, -0.857726, -2.416606], [-1.136469, 1.121371, -0.934675], [-0.047179, -1.447492, -1.677775], [-1.902644, 0.442785, 1.552453], [1.129591, 0.225877, -2.312983], [1.158304, -1.678027, -0.273724], [-0.637401, -1.623947, 1.440180], [-1.553320, -1.443418, -0.074288], [0.202668, 0.904839, 2.457766], [0.052158, 2.102889, 1.163614], [1.948706, -0.103859, 1.327805], [1.779760, 1.022057, -0.017135]], "atomic_forces_ev_per_a": [[1.58, -0.01, 3.25], [-0.09, 2.21, -0.71], [-0.02, 0.09, -0.29], [0.00, 0.01, -0.01], [-0.05, -0.11, 0.15], [0.04, -0.13, 0.04], [-0.43, 0.57, -0.10], [1.62, -2.85, 1.80], [0.27, 0.03, -0.15], [-2.92, 0.28, -3.42], [0.08, -0.02, -0.04], [-0.18, 0.04, -0.14], [-0.01, -0.04, -0.32], [0.07, 0.03, -0.08], [0.03, -0.02, 0.04], [0.01, -0.02, -0.03], [0.04, -0.04, 0.02], [0.00, 0.05, 0.01], [-0.02, -0.08, -0.01]], "lowdin_charge": [-0.459, -0.202, -0.201, -0.193, -0.155, -0.086, 0.029, -0.035, 0.100, 0.158, 0.117, 0.147, 0.125, 0.119, 0.115, 0.107, 0.109, 0.104, 0.105]}

---

Entry 6:
{"formula": "C5H9F5P", "method": "the ωB97M-V functional and the def2-TZVPD basis", "e_homo_ev": -16.483, "largest_force_ev_per_a": 3.244, "gap_ev": 13.30, "de_lowest_kj_mol": 0.0, "total_charge": 1, "species": ["C", "C", "C", "C", "C", "F", "F", "F", "F", "F", "P", "H", "H", "H", "H", "H", "H", "H", "H", "H"], "positions_angstrom": [[1.095141, -0.709623, -1.484162], [0.808900, -1.044579, 1.359888], [1.246840, 1.786086, 0.224239], [-2.395711, -0.568534, -0.033845], [-1.281450, 0.547943, -0.057356], [-2.204896, -1.378711, -1.122634], [-3.620232, 0.018037, -0.110131], [-2.301420, -1.248797, 1.106169], [-1.542964, 1.243906, -1.172027], [-1.462164, 1.372737, 1.038694], [0.535542, 0.116756, -0.026945], [0.595285, -0.892017, -2.413329], [1.326447, -1.776368, -1.210103], [2.062923, -0.190755, -1.856607], [0.035366, -1.056275, 2.175453], [1.683077, -0.506252, 1.788081], [1.076946, -2.072467, 1.092150], [0.812464, 2.449650, 1.016247], [1.176719, 2.245224, -0.700292], [2.353192, 1.664031, 0.386504]], "atomic_forces_ev_per_a": [[3.01, -0.78, -0.92], [0.34, 1.30, 1.04], [1.33, -1.22, 1.90], [-0.35, 0.54, -0.40], [-1.34, 0.21, 0.30], [-0.24, 0.75, 1.46], [1.69, -0.89, 0.01], [-0.15, -0.19, -0.56], [0.36, 0.45, -0.20], [0.04, -0.81, -0.83], [-1.31, -0.26, 1.04], [-1.38, 0.77, -0.25], [0.19, 1.13, 0.12], [-1.27, -0.90, 0.90], [0.51, 0.25, -1.07], [-0.15, -0.87, 0.23], [-0.11, 0.44, -0.25], [0.17, -1.08, -0.63], [-0.38, 1.15, -1.98], [-0.97, 0.02, 0.09]], "lowdin_charge": [-0.166, -0.139, -0.131, -0.512, -0.486, 0.147, 0.180, 0.174, 0.119, 0.079, 0.996, 0.068, 0.086, 0.115, 0.092, 0.070, 0.074, 0.103, 0.036, 0.096]}

---

Entry 7:
{"formula": "H33O17", "method": "the ωB97M-V functional and the def2-TZVPD basis", "e_homo_ev": -7.682, "largest_force_ev_per_a": 3.219, "gap_ev": 10.26, "de_lowest_kj_mol": 72.0, "total_charge": -1, "species": ["O", "H", "H", "O", "H", "H", "O", "H", "H", "O", "H", "H", "O", "H", "O", "H", "H", "O", "H", "H", "O", "H", "H", "O", "H", "H", "O", "H", "H", "O", "H", "H", "O", "H", "H", "O", "H", "H", "O", "H", "H", "O", "H", "H", "O", "H", "H", "O", "H", "H"], "positions_angstrom": [[0.388540, 3.204663, -2.835993], [0.464820, 3.181401, -3.778579], [0.097451, 2.295832, -2.586601], [-0.739012, 1.025739, 0.635464], [0.139865, 0.761903, 0.119110], [-0.511382, 1.767050, 1.230030], [2.347228, -2.965408, -1.145426], [2.699575, -3.476585, -1.869739], [1.495650, -2.681857, -1.575243], [0.571191, 0.221085, -3.037628], [1.510808, 0.352515, -3.236391], [0.855453, 0.225219, -1.996929], [1.243118, 0.140746, -0.636643], [1.962957, -0.506479, -0.679764], [-2.796599, -2.473064, 1.531106], [-2.386756, -1.615765, 1.709475], [-3.400837, -2.553533, 2.288908], [-2.638260, 3.935698, -0.917275], [-1.680487, 4.205947, -0.877985], [-2.611855, 2.977098, -1.039904], [1.591913, 2.568288, -0.444941], [1.516281, 2.821251, -1.388831], [1.559068, 1.466546, -0.458054], [2.730404, 0.703931, 2.104992], [2.806384, 1.646228, 2.204375], [2.351301, 0.461534, 1.260412], [-0.394114, -4.092290, 2.290970], [-1.182825, -3.603489, 2.031524], [0.287098, -3.828622, 1.536279], [0.171057, 4.361339, 0.690599], [0.439751, 3.672687, 0.010703], [1.042789, 4.715681, 0.957088], [0.189211, -2.358079, -2.785803], [-0.601015, -2.150757, -2.248182], [0.251455, -1.429656, -3.228911], [-1.430155, -0.489059, 2.659632], [-0.870126, -0.314163, 3.384113], [-1.313434, 0.041449, 1.859012], [-1.764273, -1.661227, -0.665343], [-1.947893, -0.768828, -0.443685], [-1.966732, -2.240251, 0.099435], [0.389895, -1.691137, 4.265700], [0.554711, -2.259073, 3.509239], [1.010528, -0.983794, 4.179706], [0.897212, -2.056020, 0.967521], [1.737354, -2.233126, 0.585051], [0.331366, -1.492044, 0.461155], [-1.980467, 1.355409, -1.698294], [-1.735233, 1.242395, -0.781719], [-1.682977, 0.572671, -2.213733]], "atomic_forces_ev_per_a": [[-0.17, -0.56, 0.98], [0.02, -0.07, -0.82], [-0.11, 0.68, -0.45], [1.09, 0.28, -0.28], [-1.63, -0.04, 1.31], [-0.09, -0.18, -0.62], [-0.66, 0.43, -0.41], [0.56, -0.34, -0.14], [0.19, -0.04, 0.25], [1.24, 0.68, 0.91], [-0.18, 0.05, -1.13], [-1.24, -0.40, -0.27], [0.78, -0.48, -0.49], [-0.28, 0.16, 0.22], [-0.99, -0.46, 0.71], [0.38, 0.21, 0.82], [0.30, -0.22, -0.45], [1.22, 0.53, 0.24], [-1.43, -0.41, 0.03], [0.03, 0.34, -0.33], [0.40, -1.52, -0.70], [0.26, -0.08, 0.57], [0.39, 2.21, -0.40], [0.35, -0.93, 0.96], [-0.19, 0.49, -0.56], [-0.29, 0.42, -0.32], [2.20, 0.20, -2.03], [-0.15, 0.17, 0.00], [-2.18, -0.45, 2.33], [0.40, 0.10, -0.29], [0.09, 0.49, 1.07], [-0.76, -0.33, -0.25], [-0.68, 1.74, -0.74], [0.19, -0.61, 0.29], [0.49, -1.64, 0.86], [-2.45, -0.80, -1.21], [1.24, 0.17, 0.84], [0.93, 0.69, 0.31], [0.81, -1.58, -0.70], [-0.45, 1.13, 0.54], [-0.17, 0.47, -0.81], [-0.40, -0.33, 0.77], [-0.22, -0.30, -0.46], [0.85, 0.61, -0.17], [-0.64, -0.87, 2.28], [0.77, 0.04, -1.07], [0.00, 0.55, -0.94], [-0.32, -0.75, -1.73], [0.70, -0.27, 0.81], [-0.22, 0.82, 0.66]], "lowdin_charge": [-0.060, 0.035, 0.021, -0.112, 0.033, 0.087, -0.086, 0.034, 0.013, -0.155, 0.059, 0.008, -0.276, 0.051, -0.075, 0.001, 0.089, -0.093, 0.031, -0.022, -0.177, 0.007, 0.001, -0.041, 0.026, -0.011, -0.126, -0.024, 0.079, -0.125, -0.014, 0.033, -0.124, 0.012, 0.042, -0.051, 0.008, -0.009, -0.032, -0.002, 0.021, -0.048, 0.009, 0.019, -0.038, 0.003, 0.002, -0.065, -0.020, 0.060]}

---

no.,DFT total energy (eV)
1,-16562.8142
2,-20712.1276
3,-84007.8265
4,-8300.0206
5,-10945.9005
6,-28200.1695
7,-35346.6912